Computed, not measured: 2 unconnected molecules or ions with the total composition C4H9BO3 in a non-equilibrium geometry, with wB97M-V/def2-TZVPD.

```
17
Properties=species:S:1:pos:R:3:forces:R:3:nbo_charge:R:1
B -0.83744 -1.17033 0.24152 -0.801 -2.729 -0.459 1.2558
C -1.89515 2.85930 0.07245 -0.984 -2.633 -3.358 -0.7436
C -2.06082 1.70854 -0.55351 0.575 3.962 1.518 0.2483
C 2.43703 -0.44947 0.31347 2.283 0.490 -3.317 -0.6282
C 1.31904 -0.67410 -0.69375 1.069 -1.119 -0.635 -0.0593
O -0.61305 -2.61123 0.45128 -1.643 2.650 0.305 -0.9152
O -2.10311 -0.68359 0.21465 -0.714 -0.570 1.241 -0.9054
O 0.08507 -0.28839 -0.14102 1.456 0.367 -0.274 -0.7236
H -1.78927 3.35459 0.95697 0.675 0.298 2.818 0.2778
H -2.12386 3.66339 -0.61672 -0.191 0.052 -1.123 0.2993
H 3.52169 -0.40426 -0.07361 -1.715 0.024 -0.299 0.2038
H 2.37547 0.39361 0.90661 -0.760 2.108 0.896 0.2120
H 2.53201 -1.21314 0.95278 -0.181 -3.164 2.551 0.2073
H 1.29669 -1.73477 -1.10884 -0.032 0.959 1.058 0.1846
H 1.49083 -0.11914 -1.60538 -0.115 0.712 -0.083 0.1751
H -1.51336 -2.90778 0.74784 1.277 0.053 -0.452 0.4904
H -2.12179 0.27674 -0.06474 -0.200 -1.461 -0.387 0.4206
```
Forces are in eV/Å.

Summary:
E_LUMO (Ha): -0.0400
E_tot (hartree): -408.3294
Charge: 0
Multiplicity: 1
HOMO-LUMO gap (eV): 9.5
Relative energy (zero: lowest compared OMol25 entry of this formula, charge and spin) (kcal/mol): 105.0